No. 1
The following is a DFT calculation (ωB97M-V with the def2-TZVPD basis set) of a structure of composition C18H31N4O4PPdS.

```
! wB97M-V def2-TZVPD RIJCOSX def2/J DEFGRID3
* xyz -2 1
Pd 1.461 -1.722 0.313
C 2.375 3.957 3.719
C 2.739 3.680 2.263
N 3.657 2.563 2.126
C 3.152 1.267 1.953
S 4.156 0.167 1.128
N 1.961 1.088 2.474
N 1.350 -0.082 2.137
C 0.424 -0.506 2.917
C 0.013 0.190 4.188
C -0.301 -1.706 2.462
C -1.663 -1.843 2.667
C -2.350 -2.918 2.106
C -1.616 -3.840 1.379
C -0.243 -3.688 1.266
N 0.441 -2.630 1.777
H 1.691 4.809 3.792
H 3.271 4.176 4.304
H 1.889 3.079 4.139
H 3.218 4.565 1.833
H 1.820 3.490 1.697
H 4.436 2.707 1.504
H 0.875 0.705 4.607
H -0.389 -0.523 4.910
H -0.751 0.951 3.993
H -2.188 -1.088 3.241
H -3.422 -3.020 2.228
H -2.091 -4.698 0.914
H 0.368 -4.454 0.807
C -2.239 -1.096 -4.020
C -1.853 -2.057 -2.897
C -2.576 -1.702 -1.598
C -2.209 -3.489 -3.301
O -0.450 -2.095 -2.665
P 0.612 -0.864 -2.793
O 0.702 -0.378 -4.197
O 1.848 -1.292 -2.055
O -0.217 0.221 -1.871
C 0.202 1.573 -1.673
C -0.338 2.408 -2.838
C -0.443 1.991 -0.355
C 1.716 1.711 -1.572
H -3.308 -1.190 -4.235
H -1.661 -1.313 -4.918
H -2.023 -0.069 -3.730
H -3.660 -1.775 -1.734
H -2.315 -0.692 -1.290
H -2.266 -2.387 -0.807
H -3.287 -3.597 -3.443
H -1.880 -4.174 -2.517
H -1.697 -3.750 -4.229
H -1.429 2.345 -2.868
H 0.061 2.011 -3.772
H -0.052 3.459 -2.729
H -1.527 1.862 -0.412
H -0.224 3.039 -0.133
H -0.048 1.371 0.452
H 2.194 1.457 -2.519
H 2.122 1.050 -0.806
H 1.960 2.747 -1.317
*
```

Results
- E_HOMO (alpha / beta): 0.13 / 0.15 eV
- Energy relative to the best compared isomer or geometry (same formula, charge and spin): 25.7 kJ/mol
- Lowest unoccupied orbital energy (alpha / beta): 0.1818 / 0.1818 Ha
- Orbital gap (alpha / beta): 4.81 / 4.80 eV

***

No. 2
The following is a DFT calculation (ωB97M-V with the def2-TZVPD basis set) of an isolated molecule of C3H9BrOSi at a distorted geometry.

```
! wB97M-V def2-TZVPD RIJCOSX def2/J DEFGRID3
* xyz 0 1
C -0.455 2.114 -0.711
O 0.615 1.266 -0.266
Si 0.626 -0.246 0.208
C -0.091 -0.840 1.935
C -0.113 -1.322 -1.255
Br 2.830 -0.428 0.449
H -1.318 1.460 -0.968
H -0.089 2.483 -1.647
H -0.499 2.882 0.032
H -0.359 -1.900 1.880
H 0.518 -0.738 2.790
H -1.020 -0.341 2.134
H 0.045 -0.706 -2.173
H 0.461 -2.200 -1.333
H -1.151 -1.483 -1.076
*
```

Results
- E_HOMO: -9.90 eV
- Energy relative to the best compared isomer or geometry (same formula, charge and spin): 0.0 kJ/mol
- Lowest unoccupied orbital energy: 0.0271 Ha
- Structure (SMILES): CO[Si](C)(C)Br
- Orbital gap: 10.64 eV

***

No. 3
The following is a DFT calculation (ωB97M-V with the def2-TZVPD basis set) of a cluster of 2 separate species, C4H11NO3 in total at a distorted geometry.

```
! wB97M-V def2-TZVPD RIJCOSX def2/J DEFGRID3
* xyz 0 1
O -2.579 2.441 0.176
C -1.411 2.257 0.326
C -0.537 1.418 -0.603
C 0.525 0.511 -0.005
N 0.526 -0.834 -0.563
C 1.599 -1.662 -0.007
O 2.876 -1.144 -0.229
H -0.968 2.932 0.995
H -0.030 1.972 -1.266
H -1.251 0.801 -1.274
H 0.383 0.279 1.138
H 1.652 0.936 0.003
H 0.490 -0.930 -1.508
H 1.500 -2.691 -0.348
H 1.545 -1.467 1.108
H 3.171 -1.212 -1.143
O -2.878 -1.261 1.034
H -2.351 -1.106 1.821
H -2.263 -1.239 0.346
*
```

Results
- E_HOMO: -9.51 eV
- Energy relative to the best compared isomer or geometry (same formula, charge and spin): 309.1 kJ/mol
- Lowest unoccupied orbital energy: 0.0214 Ha
- Structure (SMILES): O=CCCNCO.O
- Orbital gap: 10.09 eV

***

No. 4
The following is a DFT calculation (ωB97M-V with the def2-TZVPD basis set) of a structure of composition C39H40N4OPSZr at a distorted geometry.

```
! wB97M-V def2-TZVPD RIJCOSX def2/J DEFGRID3
* xyz 3 1
Zr 0.920 -0.858 0.382
C 0.656 -2.510 -4.358
C 0.440 -2.701 -2.793
C -0.994 -2.899 -2.393
C -2.051 -3.200 -3.337
C -3.366 -3.346 -2.883
C -3.655 -3.052 -1.547
C -2.714 -2.719 -0.620
C -3.080 -2.669 0.865
C -3.705 -3.986 1.378
C -1.371 -2.722 -1.067
N -0.261 -2.627 -0.171
C 0.602 -3.644 0.148
C 2.024 -3.428 0.213
C 3.131 -4.358 0.288
C 4.269 -3.585 0.152
C 3.966 -2.230 0.120
N 2.614 -2.082 0.168
H 0.957 -3.464 -4.882
H 1.519 -1.847 -4.498
H -0.246 -2.078 -4.905
H 0.968 -1.833 -2.350
H 0.990 -3.566 -2.496
H -1.884 -3.457 -4.383
H -4.208 -3.693 -3.519
H -4.650 -2.805 -1.271
H -3.851 -1.941 0.983
H -2.237 -2.392 1.515
H -4.677 -4.111 0.903
H -3.718 -3.997 2.494
H -3.093 -4.867 1.058
H 0.221 -4.676 0.313
H 3.138 -5.395 0.405
H 5.210 -4.084 -0.069
H 4.599 -1.369 0.027
C -0.542 -1.860 6.942
C -0.352 -0.582 6.163
C -0.229 0.652 6.726
C -0.045 1.789 5.971
N 0.034 1.644 4.625
C 0.040 0.511 4.101
S 0.421 0.363 2.322
N -0.273 -0.674 4.781
C -0.038 3.225 6.432
H 0.350 -2.093 7.537
H -0.730 -2.670 6.270
H -1.405 -1.886 7.585
H -0.409 0.666 7.834
H -0.285 -1.559 4.273
H 0.969 3.581 6.324
H -0.208 3.366 7.487
H -0.715 3.808 5.771
O 0.819 0.483 -1.067
P 0.652 1.978 -1.671
C -0.961 2.076 -2.355
C -1.521 3.328 -2.490
C -2.904 3.410 -2.781
C -3.679 2.332 -2.515
C -3.075 1.071 -2.397
C -1.729 0.920 -2.484
C 1.927 2.361 -2.831
C 2.660 1.194 -3.202
C 3.625 1.240 -4.223
C 3.881 2.469 -4.768
C 3.225 3.634 -4.364
C 2.359 3.598 -3.344
C 0.724 3.121 -0.357
C -0.427 3.450 0.426
C -0.339 4.458 1.447
C 0.925 4.949 1.755
C 1.981 4.765 0.853
C 1.924 3.762 -0.103
H -0.922 4.189 -2.417
H -3.269 4.338 -3.088
H -4.746 2.273 -2.619
H -3.715 0.216 -2.421
H -1.272 -0.012 -2.646
H 2.407 0.281 -2.632
H 4.087 0.391 -4.633
H 4.675 2.562 -5.512
H 3.616 4.547 -4.808
H 1.905 4.503 -2.945
H -1.351 2.963 0.300
H -1.221 4.659 1.963
H 0.993 5.541 2.657
H 2.905 5.206 1.072
H 2.792 3.652 -0.814
*
```

Results
- E_HOMO: -15.71 eV
- Lowest unoccupied orbital energy: -0.3508 Ha
- Orbital gap: 6.17 eV

***

No. 5
The following is a DFT calculation (ωB97M-V with the def2-TZVPD basis set) of a cluster of 2 separate species, C3H10N5 in total at a distorted geometry.

```
! wB97M-V def2-TZVPD RIJCOSX def2/J DEFGRID3
* xyz 1 1
C -0.117 0.041 -0.725
C -1.503 1.944 0.508
C 2.280 0.399 -0.242
N -2.213 -0.930 -0.753
N 1.020 -1.440 0.535
N -0.359 -1.816 0.408
N 1.128 -0.412 -0.355
N -1.029 -0.936 -0.435
H -0.223 0.762 -1.435
H -0.922 2.744 0.937
H -1.546 1.054 1.084
H -2.103 2.067 -0.352
H 2.700 0.787 -1.242
H 2.146 1.352 0.310
H 2.966 -0.149 0.228
H -2.892 -1.547 -0.357
H 1.156 -1.119 1.563
H -0.489 -2.801 0.321
*
```

Results
- E_HOMO (alpha / beta): -12.56 / -12.35 eV
- Energy relative to the best compared isomer or geometry (same formula, charge and spin): 817.1 kJ/mol
- Lowest unoccupied orbital energy (alpha / beta): -0.2033 / -0.1684 Ha
- Orbital gap (alpha / beta): 7.03 / 7.76 eV

***

No. 6
The following is a DFT calculation (ωB97M-V with the def2-TZVPD basis set) of a structure of composition C32H31N5NiO at a distorted geometry.

```
! wB97M-V def2-TZVPD RIJCOSX def2/J DEFGRID3
* xyz 0 1
Ni -0.760 -1.527 -0.563
N -1.291 2.266 2.025
C -1.725 1.386 0.963
N -1.242 0.039 1.171
C -1.002 -0.505 2.398
N -0.736 -1.767 2.512
N -0.789 -2.390 1.277
C -0.884 -3.647 1.289
C -1.138 -4.291 -0.011
C -1.186 -5.660 -0.190
C -1.486 -6.154 -1.452
C -1.718 -5.263 -2.485
C -1.627 -3.902 -2.224
N -1.355 -3.437 -1.014
C -0.958 0.408 3.537
C -0.682 -0.048 4.828
C -0.474 0.835 5.865
C -0.526 2.207 5.605
C -0.796 2.683 4.341
C -1.034 1.793 3.281
H -1.301 3.260 1.867
H -2.809 1.448 0.835
H -0.848 -4.199 2.225
H -0.988 -6.317 0.648
H -1.531 -7.221 -1.627
H -1.961 -5.611 -3.479
H -1.740 -3.144 -2.989
H -0.610 -1.118 4.981
H -0.258 0.472 6.861
H -0.352 2.914 6.407
H -0.821 3.750 4.151
C -0.605 0.420 -4.066
C 0.264 -0.601 -3.323
C 1.489 0.120 -2.755
C 0.741 -1.670 -4.314
O -0.506 -1.239 -2.353
H -0.006 1.051 -4.731
H -1.106 1.065 -3.339
H -1.370 -0.089 -4.659
H 2.197 0.381 -3.547
H 1.997 -0.523 -2.038
H 1.196 1.042 -2.245
H 1.392 -1.249 -5.085
H -0.120 -2.136 -4.801
H 1.290 -2.445 -3.770
C 0.396 5.265 -1.796
C -0.933 4.865 -1.862
C -1.301 3.614 -1.393
C -0.365 2.734 -0.838
C 0.963 3.145 -0.790
C 1.338 4.399 -1.264
C -0.904 1.410 -0.365
C -0.142 0.127 0.132
C 1.241 0.111 0.757
C 1.674 1.086 1.660
C 2.899 0.985 2.306
C 3.723 -0.107 2.072
C 3.303 -1.097 1.197
C 2.075 -0.989 0.556
H 0.697 6.233 -2.175
H -1.680 5.521 -2.291
H -2.338 3.300 -1.465
H 1.728 2.480 -0.421
H 2.380 4.693 -1.220
H -1.581 1.055 -1.143
H 1.039 1.938 1.877
H 3.205 1.761 2.998
H 4.681 -0.187 2.572
H 3.928 -1.964 1.014
H 1.749 -1.765 -0.123
*
```

Results
- E_HOMO (alpha / beta): -7.35 / -7.34 eV
- Energy relative to the best compared isomer or geometry (same formula, charge and spin): 0.0 kJ/mol
- Lowest unoccupied orbital energy (alpha / beta): -0.0211 / -0.0211 Ha
- Orbital gap (alpha / beta): 6.78 / 6.77 eV

***

No. 7
The following is a DFT calculation (ωB97M-V with the def2-TZVPD basis set) of a structure of composition C34H32Cl2F2IrN5 at a distorted geometry.

```
! wB97M-V def2-TZVPD RIJCOSX def2/J DEFGRID3
* xyz 1 6
Ir 0.578 1.001 -0.323
F -2.033 3.723 -4.325
C -1.872 3.575 -3.007
C -1.104 2.521 -2.527
C -0.911 2.371 -1.166
C -1.493 3.284 -0.259
C -2.275 4.317 -0.791
F -2.841 5.232 0.006
C -2.483 4.468 -2.149
C -1.212 3.121 1.170
C -1.882 3.784 2.203
C -1.538 3.530 3.518
C -0.496 2.657 3.803
C 0.137 2.050 2.736
N -0.226 2.258 1.478
H -0.681 1.829 -3.240
H -3.086 5.279 -2.524
H -2.664 4.489 1.988
H -2.075 4.023 4.311
H -0.179 2.455 4.814
H 0.979 1.386 2.886
Cl 3.102 0.753 1.263
C 4.023 -0.520 2.084
Cl 3.151 -2.057 2.070
H 4.176 -0.214 3.118
H 4.968 -0.645 1.556
C 3.273 -5.307 -0.808
C 2.966 -3.854 -0.978
C 3.848 -3.050 -1.702
C 3.585 -1.692 -1.905
C 4.554 -0.828 -2.648
C 2.420 -1.174 -1.396
C 1.481 -1.950 -0.657
C 1.807 -3.317 -0.454
N 0.415 -1.273 -0.218
C -0.896 -1.751 0.115
C -1.796 -1.164 -1.005
C -3.267 -1.415 -0.701
C -3.493 -2.924 -0.656
C -2.633 -3.519 0.459
C -3.037 -2.899 1.795
C -2.791 -1.392 1.738
C -3.644 -0.773 0.632
C -1.315 -1.131 1.461
C -1.145 -3.257 0.195
H 4.340 -5.486 -0.889
H 2.773 -5.871 -1.594
H 2.928 -5.686 0.150
H 4.744 -3.489 -2.115
H 5.245 -1.437 -3.225
H 5.131 -0.231 -1.940
H 4.037 -0.139 -3.313
H 2.146 -0.131 -1.599
H 1.184 -3.949 0.150
H -1.519 -1.626 -1.956
H -1.601 -0.085 -1.078
H -3.863 -0.967 -1.503
H -3.219 -3.363 -1.617
H -4.545 -3.147 -0.478
H -2.787 -4.601 0.495
H -2.462 -3.344 2.611
H -4.092 -3.098 1.984
H -3.051 -0.938 2.699
H -3.485 0.308 0.588
H -4.701 -0.939 0.841
H -0.700 -1.571 2.249
H -1.122 -0.053 1.429
H -0.850 -3.744 -0.737
H -0.573 -3.685 1.021
N 1.973 2.512 -0.726
C 2.019 3.681 -0.670
C 1.983 5.044 -0.601
C 0.801 5.690 -0.976
N -0.169 6.198 -1.323
C 3.076 5.781 -0.132
N 3.964 6.371 0.296
*
```

Results
- E_HOMO (alpha / beta): -10.32 / -11.31 eV
- Energy relative to the best compared isomer or geometry (same formula, charge and spin): 45.5 kJ/mol
- Lowest unoccupied orbital energy (alpha / beta): -0.0965 / -0.2392 Ha
- Orbital gap (alpha / beta): 7.69 / 4.80 eV
- <S²>: 8.836

***

No. 8
The following is a DFT calculation (ωB97M-V with the def2-TZVPD basis set) of a cluster of 2 separate species, C2H3Cl3O in total at a distorted geometry.

```
! wB97M-V def2-TZVPD RIJCOSX def2/J DEFGRID3
* xyz 0 1
C -1.269 -1.638 -0.492
C 1.378 1.312 -0.079
O -0.891 -0.985 0.509
Cl -2.937 -2.153 -0.382
Cl 2.320 -0.237 0.117
Cl -0.081 0.947 -1.089
H 1.985 1.943 -0.664
H 0.915 1.724 0.816
H -1.420 -0.912 1.264
*
```

Results
- E_HOMO: -9.28 eV
- Energy relative to the best compared isomer or geometry (same formula, charge and spin): 295.5 kJ/mol
- Lowest unoccupied orbital energy: 0.0176 Ha
- Orbital gap: 9.76 eV

***

No. 9
The following is a DFT calculation (ωB97M-V with the def2-TZVPD basis set) of an isolated molecule of C3H3NOS at a distorted geometry.

```
! wB97M-V def2-TZVPD RIJCOSX def2/J DEFGRID3
* xyz 0 1
S 0.005 2.265 1.597
C -0.104 0.946 0.576
C -0.804 -0.205 0.583
C -0.155 -0.933 -0.367
N 0.628 -0.162 -1.035
O 0.759 1.131 -0.394
H -1.590 -0.522 1.267
H -0.167 -2.062 -0.636
H 1.426 -0.458 -1.590
*
```

Results
- E_HOMO: -7.90 eV
- Energy relative to the best compared isomer or geometry (same formula, charge and spin): 257.4 kJ/mol
- Lowest unoccupied orbital energy: 0.0125 Ha
- Structure (SMILES): S=c1cc[nH]o1
- Orbital gap: 8.24 eV

***

No. 10
The following is a DFT calculation (ωB97M-V with the def2-TZVPD basis set) of a cluster of 6 separate species, C27H70IN5O8S in total.

```
! wB97M-V def2-TZVPD RIJCOSX def2/J DEFGRID3
* xyz 0 1
C 2.954 4.166 2.524
C 2.063 3.221 1.707
C 1.922 3.732 0.273
C 2.550 1.763 1.775
O 2.875 1.292 0.441
S 3.647 -0.091 0.241
O 2.977 -1.104 1.027
O 4.977 0.218 1.135
C 5.847 1.258 0.652
C 6.759 1.675 1.810
C 7.083 0.557 2.786
I 8.546 2.511 0.957
H 2.688 4.177 3.583
H 2.878 5.190 2.156
H 4.006 3.874 2.456
H 1.062 3.215 2.147
H 1.476 4.728 0.293
H 2.896 3.806 -0.216
H 1.282 3.089 -0.329
H 3.433 1.647 2.407
H 1.775 1.105 2.170
H 6.420 0.893 -0.201
H 5.239 2.106 0.326
H 6.321 2.527 2.327
H 7.942 0.814 3.403
H 7.299 -0.375 2.263
H 6.226 0.384 3.439
C 0.425 -5.504 0.275
C 1.013 -4.408 1.156
C 0.693 -4.574 2.645
O -0.642 -4.265 3.003
C -1.571 -5.319 2.867
N 0.618 -3.104 0.629
H -0.650 -5.368 0.146
H 0.873 -5.465 -0.717
H 0.596 -6.496 0.697
H 2.106 -4.459 1.085
H 1.315 -3.873 3.208
H 0.941 -5.591 2.979
H -1.119 -6.281 3.132
H -1.973 -5.395 1.854
H -2.393 -5.117 3.553
H 1.104 -2.373 1.138
H -0.372 -2.974 0.819
C -2.992 0.183 -1.840
C -1.741 -0.238 -1.080
C -1.717 0.230 0.379
O -1.473 1.614 0.553
C -2.596 2.469 0.476
N -0.557 0.178 -1.830
H -2.962 1.243 -2.097
H -3.069 -0.367 -2.777
H -3.898 0.001 -1.258
H -1.720 -1.333 -1.039
H -0.890 -0.277 0.884
H -2.648 -0.050 0.891
H -3.487 1.983 0.893
H -2.818 2.773 -0.551
H -2.357 3.355 1.064
H 0.279 -0.220 -1.413
H -0.458 1.186 -1.749
C -6.839 0.558 -6.984
C -6.048 -0.445 -6.153
C -6.169 -0.233 -4.640
O -5.443 0.874 -4.140
C -6.096 2.123 -4.206
N -4.662 -0.464 -6.618
H -6.342 1.529 -7.001
H -6.909 0.211 -8.014
H -7.848 0.695 -6.591
H -6.463 -1.441 -6.345
H -5.748 -1.106 -4.135
H -7.225 -0.151 -4.347
H -7.174 2.016 -4.040
H -5.942 2.625 -5.165
H -5.679 2.749 -3.417
H -4.152 -1.221 -6.175
H -4.204 0.390 -6.314
C -4.107 5.382 3.098
C -3.136 4.412 3.761
C -3.144 4.466 5.292
O -2.509 5.605 5.841
C -3.323 6.751 5.984
N -1.803 4.609 3.191
H -3.730 6.405 3.142
H -4.228 5.125 2.046
H -5.087 5.356 3.577
H -3.446 3.394 3.498
H -2.582 3.608 5.670
H -4.172 4.390 5.671
H -4.344 6.477 6.269
H -3.368 7.349 5.070
H -2.889 7.359 6.776
H -1.177 3.879 3.519
H -1.419 5.478 3.551
C 5.199 -3.935 -1.477
C 4.179 -4.099 -2.596
C 3.509 -5.476 -2.623
O 4.331 -6.523 -3.110
C 5.158 -7.145 -2.150
N 4.802 -3.742 -3.870
H 6.124 -4.471 -1.696
H 5.453 -2.881 -1.362
H 4.807 -4.299 -0.526
H 3.372 -3.380 -2.418
H 2.656 -5.434 -3.303
H 3.134 -5.734 -1.624
H 4.652 -7.221 -1.181
H 6.103 -6.615 -2.005
H 5.375 -8.150 -2.512
H 4.102 -3.707 -4.603
H 5.443 -4.483 -4.137
*
```

Results
- E_HOMO: -8.86 eV
- Lowest unoccupied orbital energy: 0.0167 Ha
- Orbital gap: 9.32 eV

***

No. 11
The following is a DFT calculation (ωB97M-V with the def2-TZVPD basis set) of a structure of composition C3H4S2 at a distorted geometry.

```
! wB97M-V def2-TZVPD RIJCOSX def2/J DEFGRID3
* xyz 0 1
C 0.520 -0.930 1.195
C 0.539 -0.044 0.055
C -0.768 0.646 -0.984
S 1.448 -1.548 -0.212
S 1.343 0.721 1.339
H -0.157 -1.365 1.812
H -0.866 1.536 -0.492
H -1.710 0.145 -0.769
H -0.348 0.840 -1.944
*
```

Results
- E_HOMO: -8.55 eV
- Energy relative to the best compared isomer or geometry (same formula, charge and spin): 275.6 kJ/mol
- Lowest unoccupied orbital energy: 0.0177 Ha
- Orbital gap: 9.03 eV